No. 1
Entry from OMol25: a structure of composition C21H32BF4Ge2LiN2 at a distorted geometry (ωB97M-V/def2-TZVPD).

Structure (XYZ):
```
63
Properties=species:S:1:pos:R:3:forces:R:3
C 1.6583 -1.1666 -2.8819 0.040 0.010 0.012
H 2.0973 -1.5621 3.7778 -0.048 0.018 0.100
H -0.9657 0.4921 -2.9653 0.109 -0.031 -0.106
C 1.9866 -1.5941 1.6189 -0.529 0.272 -0.335
H -1.6998 1.9539 -3.6139 -0.011 -0.002 -0.075
C 0.9993 5.9085 -0.1726 -0.021 0.210 -0.023
C 2.2610 1.1712 -0.0040 -0.488 -0.457 0.023
H 3.1243 -1.5704 -1.3786 0.011 0.034 0.238
C -1.6694 1.8555 -1.4566 0.421 -0.273 0.483
H -2.2900 3.6550 1.2115 -0.041 0.167 -0.042
C -0.8331 -5.9187 0.0987 0.081 0.520 0.030
F -2.9278 -0.6773 0.0636 -0.302 0.494 0.070
C -0.9955 -3.7801 1.1694 0.002 -0.213 0.161
N -0.8159 -7.2721 0.1342 0.035 -0.217 0.088
C 1.5735 -1.0468 2.9718 0.029 0.038 -0.023
H 0.1939 6.6156 -0.3082 -0.057 0.060 -0.002
C -1.0653 1.5671 -2.8173 0.099 0.027 0.048
H -2.5094 1.2266 1.6228 0.007 -0.174 -0.056
H -1.9054 2.9178 -1.3719 0.052 0.061 0.178
H -1.1250 -3.1728 2.0546 -0.038 -0.018 0.137
H 1.8751 -0.1047 -2.9864 -0.069 0.099 -0.139
H 3.3311 1.3146 -0.0648 0.282 0.007 -0.004
C 0.7236 4.5556 -0.1346 0.018 -0.179 -0.007
C 1.4014 2.1969 0.0437 -0.856 -0.768 0.037
H 3.8582 3.3831 0.3150 0.056 -0.096 0.017
H -0.8602 -7.7880 -0.7253 -0.029 -0.049 0.029
H -2.6052 1.3133 -1.3381 -0.036 -0.022 0.202
H -0.5913 -3.2790 -2.0013 0.017 -0.015 -0.152
C 3.3232 5.4345 0.1337 0.115 -0.026 0.000
H -0.5181 -5.7513 -2.0260 -0.019 0.036 -0.124
N -0.8612 -3.1126 0.0234 -0.018 0.212 -0.067
F -4.9836 0.2630 0.4872 -0.402 0.945 0.365
H 2.5203 7.4150 -0.0703 0.022 0.037 0.007
H 1.6887 -2.6394 1.5294 0.008 -0.037 -0.148
F -4.7182 -1.1760 -1.2448 -0.334 -0.193 -0.978
H -1.0908 -5.6436 2.2193 -0.045 0.048 0.127
Ge -0.4605 1.3915 0.1046 -0.185 0.547 0.112
F -4.6134 -1.9428 0.8885 -0.308 -0.751 0.627
H -2.3849 3.3290 2.9363 -0.044 0.053 0.054
C 2.3034 6.3565 -0.0396 -0.118 0.041 -0.025
B -4.4359 -0.8889 0.0494 0.834 -0.246 -0.026
C 2.0409 -1.6449 -1.4954 -0.562 0.277 0.298
C 3.0470 4.0803 0.1703 -0.113 -0.022 -0.004
Li -1.3937 -1.2282 -0.0401 0.379 -0.410 -0.060
H 0.5955 -1.3187 -3.0670 -0.078 0.062 -0.122
C -1.7698 3.1926 2.0482 0.160 0.023 -0.089
C 1.7361 3.6128 0.0308 0.096 0.696 -0.010
H -0.8225 3.7086 2.2020 -0.027 0.138 0.029
H 2.2177 -1.7032 -3.6486 -0.027 0.002 -0.110
C -0.6636 -5.2136 -1.1010 -0.047 -0.066 0.057
H -0.2963 4.2082 -0.2370 -0.059 0.054 -0.022
H 4.3435 5.7752 0.2398 0.064 0.010 0.022
Ge 1.2849 -0.5448 0.0316 1.446 -0.294 0.024
H 0.5019 -1.1685 3.1273 -0.087 0.072 0.114
C -0.6988 -3.8388 -1.0830 0.041 -0.217 -0.083
H 1.8128 0.0139 3.0381 -0.059 0.102 0.129
H 3.0752 -1.5579 1.5329 0.006 0.026 -0.232
H -0.0819 2.0293 -2.9098 0.085 -0.057 -0.134
H -1.0946 -7.7468 0.9752 0.005 -0.015 -0.096
H -1.0736 1.2491 2.6505 0.083 -0.104 -0.094
C -0.9807 -5.1524 1.2645 -0.005 -0.099 -0.120
C -1.5485 1.7118 1.7839 0.439 -0.313 -0.456
H 1.7728 -2.6932 -1.3663 0.019 -0.034 0.144
```
Forces are in eV/Å.

As for the HOMO energy: -8.57 eV. Its total energy is -150067.066 eV. As for the molar mass: 551.47 g mol⁻¹. As for the HOMO-LUMO gap: 8.87 eV.

These are the Mulliken partial charges, in e, on atoms 1 to 6: atom 1 (C): -1.188, atom 2 (H): 0.400, atom 3 (H): 0.171, atom 4 (C): -0.688, atom 5 (H): 0.446, atom 6 (C): -0.928



No. 2
Entry from OMol25: a structure of composition C21H32BN8Tl at a distorted geometry (ωB97M-V/def2-TZVPD).

Structure (XYZ):
```
63
Properties=species:S:1:pos:R:3:forces:R:3
H 11.2973 8.0572 8.8388 -0.695 -0.121 0.200
H 5.0165 12.7781 10.5561 -0.019 0.256 0.690
C 8.2603 6.9365 17.2014 -0.251 -0.018 0.153
H 6.3996 8.6792 8.1752 0.095 0.086 0.692
H 8.1666 9.4987 19.1068 -0.098 0.052 -0.377
C 5.5165 11.8412 10.7095 -0.087 0.091 -1.075
C 9.0114 9.4707 7.5309 -2.314 -0.569 0.998
H 6.8180 11.0982 13.7905 0.455 1.176 -0.834
C 5.5498 10.9188 9.7066 -0.809 -0.834 -1.535
H 4.9819 4.2314 9.9106 -0.060 0.463 0.325
C 5.9973 6.0159 7.8566 2.284 0.175 -1.325
C 6.2574 9.2968 16.3170 -0.317 0.668 0.781
C 8.5740 9.0943 18.1608 -0.377 0.865 0.560
H 5.9533 8.8351 18.4141 0.076 0.168 -0.366
H 7.0054 6.4555 7.5682 -1.140 -0.387 0.433
C 5.1552 5.2833 10.1490 0.806 -0.545 -0.035
C 10.6329 6.3173 11.2229 -1.268 0.981 0.230
H 5.6802 12.3497 13.4837 -1.084 0.123 -0.120
C 9.1512 8.6061 8.7777 0.138 0.614 -1.975
H 5.2772 6.4732 7.2163 -0.622 0.474 -0.467
H 4.6628 6.2467 13.4422 -0.054 -0.205 0.058
H 9.0269 10.5082 7.8201 0.221 0.507 -0.086
H 6.0645 4.9700 7.5663 -0.167 -0.152 0.269
H 5.7776 7.4565 17.4235 -0.568 -0.699 -0.461
N 7.6938 7.9444 17.8428 1.209 1.098 0.314
C 7.0557 10.5720 16.7036 -0.332 -1.340 0.496
C 6.3226 11.2882 11.6771 0.673 0.396 2.559
H 4.3697 11.8696 8.0320 0.157 -0.900 1.091
C 9.8702 7.2918 10.3841 0.259 -0.301 -0.456
H 10.7162 5.3869 10.7098 0.055 -0.791 -0.352
B 6.6529 8.6019 9.3770 -1.032 -1.140 -0.727
N 6.8262 10.0890 11.3145 -0.915 1.732 0.521
N 8.5696 7.4738 10.5609 -0.499 -0.076 0.376
C 10.2801 7.9810 9.2474 1.353 0.269 -0.229
H 9.0396 9.9537 16.1742 0.125 -0.236 0.017
C 4.8384 10.9036 8.3758 1.100 1.252 -1.112
H 9.5965 8.8019 18.4871 -0.611 -0.151 -0.912
H 11.6163 6.6806 11.4434 0.477 0.167 0.399
H 5.5904 10.7678 7.5755 -0.179 -0.254 0.351
H 5.2004 9.5381 16.1600 0.029 0.220 0.198
C 8.5004 10.2333 17.0803 0.859 -0.107 0.708
H 6.5656 11.0027 17.5778 -0.134 0.243 -0.067
H 9.0646 11.1032 17.5173 -0.686 -0.592 -0.469
N 8.1324 8.2780 9.5579 0.062 -0.283 0.482
H 9.7435 9.2329 6.8262 1.509 -0.145 -0.883
H 7.2384 12.8205 12.9992 -0.083 -1.425 0.218
C 4.8247 5.4318 12.7369 0.689 -0.379 -0.127
H 6.5468 8.8906 15.3516 0.550 -0.367 0.187
C 5.6953 6.1993 9.2661 -0.794 0.343 1.702
Tl 7.4517 8.1151 12.7419 -0.082 -0.268 0.048
C 6.5579 11.9189 13.0542 1.079 -0.745 -0.187
C 6.3464 8.3542 17.5025 -0.239 -0.174 0.388
N 8.7593 6.0112 16.7386 0.381 -0.630 -0.531
H 5.6586 4.7841 13.0528 -0.124 0.389 0.185
H 9.9983 6.1893 12.1027 0.567 -0.316 0.299
H 4.1592 10.0790 8.2830 -0.526 -0.289 0.057
C 5.1305 5.9623 11.3871 -1.233 -1.780 -0.060
H 3.9910 4.7690 12.6651 -0.874 -0.291 0.273
N 5.4175 7.2091 11.2429 1.934 2.079 -0.560
H 6.9639 11.2209 15.8690 0.331 1.044 -0.464
N 6.3080 9.8786 10.0909 -0.020 0.174 -0.285
H 8.0385 9.3169 6.9817 0.801 -0.009 0.854
N 5.8351 7.3676 9.9488 0.019 0.414 -1.036
```
Forces are in eV/Å.

As for the HOMO energy: -8.40 eV. The energy relative to the best compared isomer or geometry (same formula, charge and spin) is 34.4 kcal/mol. Its total energy is -39588.582 eV. As for the molar mass: 611.74 g mol⁻¹. As for the HOMO-LUMO gap: 8.95 eV.

These are the Mulliken partial charges, in e, on atoms 1 to 6: atom 1 (H): 0.422, atom 2 (H): 0.450, atom 3 (C): 0.600, atom 4 (H): -0.018, atom 5 (H): 0.309, atom 6 (C): -1.074



No. 3
Entry from OMol25: a structure of composition C21H32F6LaNO3P2 at a distorted geometry (ωB97M-V/def2-TZVPD).

Structure (XYZ):
```
66
Properties=species:S:1:pos:R:3:forces:R:3
C 1.5059 -4.8963 -0.4737 -0.174 0.525 -0.278
H 0.5552 -6.6204 0.4514 -0.010 0.483 -0.115
C -0.6777 -4.8445 0.5573 -0.436 0.567 -0.253
H 2.1412 -0.7972 -0.7976 1.140 -0.015 -2.194
H 4.8635 -0.0938 -0.4649 -0.054 0.305 0.080
C -1.2755 1.6034 3.8161 0.103 0.324 -0.541
C 1.3901 4.2457 -0.6412 0.618 -1.008 0.931
H 2.0881 4.8790 -0.1125 0.157 0.102 -0.293
H -3.6796 -0.3701 -3.5364 0.155 0.163 0.080
C 1.2950 2.9197 -0.2397 -0.177 0.941 0.185
C 4.4475 0.8850 -0.1810 0.194 -0.267 -0.284
H 0.4275 1.5072 -6.0478 -0.327 1.349 0.098
H 5.1276 1.3861 0.5179 -0.061 -0.052 -0.254
H -3.0949 -1.2957 3.0516 -0.170 0.724 0.463
H 4.3230 1.4910 -1.0877 0.061 -0.116 0.190
P 2.8562 0.6755 0.6512 -1.160 1.232 2.467
F 0.6203 -0.5308 4.3795 -1.205 -0.200 0.586
C -1.7038 1.7697 -2.1059 0.499 0.462 -0.279
O -0.2865 2.1286 -5.7477 -0.519 -3.661 0.306
H -0.8950 1.3545 -5.4559 0.843 2.329 -0.364
F -0.7429 -2.1163 3.8183 -0.264 0.965 0.914
C -0.6308 2.5793 -1.5943 -0.204 -1.672 -0.625
C 1.3825 -3.5098 -0.7624 0.718 -1.928 0.501
C 3.2948 0.2348 2.3434 0.845 0.169 0.590
F -1.1611 -0.9584 5.6763 0.682 0.197 -1.556
P -2.2904 0.1717 -1.5424 0.431 0.737 0.014
H 2.4691 0.4462 3.0416 0.272 -0.055 -0.322
H -3.4816 0.4379 2.6917 0.044 -0.558 0.768
C 2.2552 2.3957 0.8311 0.172 0.713 0.283
H 0.6196 5.7429 -1.9769 0.043 -0.285 -0.147
F 0.0569 1.9150 3.6824 -1.242 -0.128 0.592
H 0.0612 -3.1489 -4.2348 -0.068 -0.276 -0.361
H -2.1646 2.2342 -2.9960 -0.120 -0.307 0.633
O 0.6058 -2.9111 -5.0025 0.883 1.332 1.541
H -3.4691 -0.1462 4.4653 0.134 -0.144 -0.980
H -1.5087 -5.3551 1.0546 0.256 0.094 -0.234
H 3.5182 -0.8427 2.3842 -0.016 0.362 0.061
H 2.4081 -5.4491 -0.7578 -0.378 0.165 -0.048
C -2.8675 -0.8376 -2.9699 -0.129 -0.192 -0.100
C -3.7797 0.5667 -0.5268 -0.548 0.004 -0.300
H 3.1601 3.0197 0.8906 -0.476 0.282 0.027
C -0.4090 3.8638 -2.1672 0.303 0.606 -0.005
La -0.0596 -0.1475 0.3013 1.054 -1.808 -1.475
C -3.0323 -0.2540 3.4421 0.394 0.106 -0.081
H -3.5063 1.3848 0.1522 -0.003 -0.127 -0.272
H -2.0333 -1.0519 -3.6544 -0.159 0.244 0.282
H 1.7444 2.4603 1.8114 0.209 -0.086 -0.293
H -1.0162 4.1241 -3.0323 0.069 0.191 0.344
F -1.9002 2.3603 2.8511 0.273 -0.448 1.377
H -1.7068 -2.9260 0.4714 0.168 -0.129 0.327
C 0.5444 4.7082 -1.6452 -1.012 -0.137 -0.540
F -1.7014 1.9910 5.0562 0.508 -0.358 -1.502
C -0.7070 -0.8692 4.3855 0.257 -0.602 -0.533
H 2.6478 -0.2886 -1.1232 -1.371 -2.011 -1.056
H -4.5167 0.9321 -1.2496 -0.209 0.159 0.335
C -0.7701 -3.4579 0.2714 0.293 -1.595 0.639
H 1.2267 -2.2724 -4.5420 -0.819 -1.049 -1.087
H 4.1912 0.8081 2.6243 -0.207 -0.262 0.398
H -4.2400 -0.2285 0.0826 0.368 -0.013 -0.416
C 0.3210 -2.7888 -0.2595 -0.490 2.421 -0.944
C -1.5376 0.0949 3.4586 1.072 0.354 -0.400
H 2.1516 -3.0331 -1.3759 0.053 -0.071 0.370
O -0.9681 -0.0189 2.1806 -1.595 -0.050 2.993
N 0.2881 2.1145 -0.6529 0.037 0.503 -0.518
H -3.2450 -1.8160 -2.6376 0.145 0.314 0.169
C 0.4710 -5.5551 0.2025 0.150 0.187 0.111
```
Forces are in eV/Å.

As for the HOMO energy: -6.67 eV. The energy relative to the best compared isomer or geometry (same formula, charge and spin) is 16.8 kcal/mol. Its total energy is -65669.113 eV. As for the molar mass: 661.33 g mol⁻¹. As for the HOMO-LUMO gap: 6.72 eV.

These are the Mulliken partial charges, in e, on atoms 1 to 6: atom 1 (C): -0.495, atom 2 (H): 0.340, atom 3 (C): -0.676, atom 4 (H): -0.419, atom 5 (H): 0.419, atom 6 (C): 0.484



No. 4
Entry from OMol25: an isolated molecule of C21H32FN3O2 (ωB97M-V/def2-TZVPD).

Structure (XYZ):
```
59
Properties=species:S:1:pos:R:3:forces:R:3
H -2.2141 -0.1071 -4.7761 0.064 0.025 -0.086
C 3.9122 -1.2878 3.9357 -0.260 -0.150 0.114
C 1.3544 1.1913 0.2278 -0.280 0.253 0.057
O 4.9024 -0.2537 0.6405 0.041 0.123 -0.290
H -3.7493 2.4427 -0.6573 0.010 0.001 0.083
C -3.7354 -1.0755 -1.8962 0.000 -0.190 0.071
H -2.7953 2.7253 0.8214 -0.046 -0.004 -0.009
H 4.4276 -0.9880 4.8480 0.037 -0.072 -0.023
C 2.2908 -0.6943 -1.0320 0.287 -0.146 -0.146
C 2.3124 -2.3009 1.3799 -0.067 0.043 0.162
H 1.8418 -0.1371 -1.8521 -0.058 -0.061 -0.016
C -2.9920 -0.4097 -4.0924 -0.115 0.014 -0.211
H -1.7641 2.7648 -2.0537 -0.037 0.025 -0.069
H 4.1149 -2.5226 0.1813 0.066 0.079 0.131
C -0.3415 2.9258 -0.4474 -0.071 -0.215 -0.308
H 4.0593 1.3598 3.5276 -0.003 0.026 0.037
C -4.2938 -0.5242 -4.5432 -0.034 -0.023 0.121
H 5.7040 0.7732 3.8789 -0.025 0.015 0.025
C -0.0224 1.4333 -0.3993 0.196 0.057 0.400
N 4.4865 -0.5622 2.8277 0.116 0.184 0.275
H 2.0305 -2.7306 2.3420 -0.063 0.108 -0.113
N 1.7435 -0.2060 0.2126 -0.078 0.204 -0.143
C 4.4544 -0.9512 1.5394 0.329 -0.427 -0.170
H 4.2875 -3.0894 1.8393 -0.032 -0.019 -0.026
H -1.1013 1.0654 1.4359 0.002 -0.038 0.010
H -4.1899 -1.9477 0.0061 0.051 -0.088 0.017
H 2.8485 -1.0551 4.0383 0.046 -0.047 0.060
H -1.7144 -0.6014 -2.3933 0.132 0.007 0.025
H -6.3278 -0.9888 -4.0905 -0.087 -0.003 -0.067
F -4.5671 -0.2554 -5.8408 0.026 -0.021 0.100
H -2.4606 -1.7781 -0.3333 0.008 -0.092 0.058
H 5.2647 1.2511 2.2213 -0.018 0.019 0.135
H -4.4067 0.5178 0.1506 0.024 -0.004 0.042
H 2.0648 -1.7492 -1.1745 -0.015 -0.011 -0.059
H -5.8306 -1.4744 -1.7135 -0.083 -0.043 0.079
C -5.3235 -0.9080 -3.7054 0.032 0.105 -0.293
H 3.3737 -0.5456 -1.0583 -0.047 -0.025 -0.069
C -5.0334 -1.1780 -2.3798 0.175 0.011 0.009
C 4.9036 0.7873 3.1368 0.105 0.218 -0.184
H 0.3965 3.4523 -1.0560 0.066 0.046 0.041
H -3.3022 -0.1324 1.3785 -0.052 0.085 -0.019
C 1.7506 -0.8831 1.3759 -0.255 -0.471 0.052
C -1.7398 3.1216 -1.0227 -0.050 0.089 0.307
H 2.1173 1.7692 -0.3026 0.000 -0.003 0.018
H 4.0374 -2.3608 3.8106 0.000 -0.033 0.037
C -2.7222 -0.6894 -2.7657 -0.151 -0.072 -0.068
H -2.0101 4.1787 -1.0166 -0.023 0.029 -0.050
N -2.4070 0.9226 -0.2316 -0.056 0.098 0.202
O 1.3194 -0.3952 2.4115 -0.116 0.074 0.311
H -0.2998 3.3365 0.5642 0.049 0.049 0.089
H -0.9044 -0.3609 0.4053 0.022 -0.018 0.075
C -3.4351 -1.3020 -0.4449 -0.094 0.360 0.091
H -0.0339 1.0476 -1.4243 -0.005 -0.032 -0.036
C -3.4320 0.0462 0.2984 0.046 -0.247 0.035
C 3.8448 -2.3113 1.2165 0.070 0.083 -0.145
C -2.7586 2.3279 -0.2104 -0.021 0.152 -0.291
H 1.8450 -2.9016 0.5987 0.022 -0.025 0.019
H 1.3338 1.5080 1.2733 0.049 0.053 -0.150
C -1.1142 0.7104 0.3898 0.171 -0.056 -0.251
```
Forces are in eV/Å.

As for the HOMO energy: -8.46 eV. As for the structure (SMILES): CN(C)C(=O)CCC(=O)N(C)C[C@@H]1CCCN(CCc2ccc(F)cc2)C1. The energy relative to the best compared isomer or geometry (same formula, charge and spin) is 3.1 kcal/mol. Its total energy is -33580.198 eV. As for the molar mass: 377.50 g mol⁻¹. As for the HOMO-LUMO gap: 9.13 eV.

These are the Mulliken partial charges, in e, on atoms 1 to 6: atom 1 (H): 0.453, atom 2 (C): -0.915, atom 3 (C): -2.301, atom 4 (O): -0.694, atom 5 (H): 0.523, atom 6 (C): 0.131